C3H4N2OS as an isolated structure, computed with ωB97M-V/def2-TZVPD.

ORCA input file:
```
! wB97M-V def2-TZVPD RIJCOSX def2/J DEFGRID3
* xyz 0 1
C -2.115 0.247 0.048
C 0.099 -0.146 0.259
C 2.310 -0.059 -0.094
H -1.453 1.271 0.150
H -1.203 -1.637 -0.598
H 0.257 1.006 0.800
H 3.525 -0.579 0.267
N -1.186 -0.675 0.022
N 1.128 -0.903 -0.324
O 2.437 1.180 -0.316
S -3.798 0.296 -0.214
*
```

Electronic energy, eV: -19034.587

Mulliken population analysis, charges in e, atoms 1 to 4: C -0.048; C 0.042; C 0.157; H 0.147